(1)
Density functional theory data (the ωB97M-V functional and the def2-TZVPD basis) for a 3-piece molecular cluster, C3H11N3S overall at a distorted geometry.

Energy: -18572.931 eV
Relative energy (zero: lowest compared OMol25 entry of this formula, charge and spin): 400.7 kJ/mol
Net charge: +2
Gap between HOMO and LUMO (spin up / spin down): 7.498 / 8.421 eV

Atoms and positions in Å:
C  6.05905  -1.74240  -1.84046
C  -0.27538  0.20042  1.11004
C  -3.39135  -0.26373  0.06688
N  5.48134  -0.99614  -2.66121
N  -2.65663  1.65536  1.51027
N  -2.45415  0.82542  0.27441
S  6.66540  -2.72903  -0.93456
H  0.10750  1.16846  1.07618
H  -0.64292  -0.16452  2.04856
H  -0.05985  -0.58462  0.40560
H  -3.80758  -0.97086  0.88343
H  -4.31342  0.20267  -0.23298
H  -2.94444  -0.73871  -0.91796
H  4.49386  -0.73658  -2.52210
H  5.81206  -0.60460  -3.49702
H  -2.84853  0.99682  2.26622
H  -1.74512  2.18452  1.54903
H  -3.47984  2.29753  1.41568

(2)
Density functional theory data (the ωB97M-V functional and the def2-TZVPD basis) for an isolated ion of composition C3H11N4 and charge +1 at a distorted geometry.

Energy: -9240.476 eV
Relative energy (zero: lowest compared OMol25 entry of this formula, charge and spin): 363.4 kJ/mol
Net charge: +1
SMILES string: CN[N+](=CN)NC
Gap between HOMO and LUMO: 10.293 eV

Atoms and positions in Å:
C  -2.03299  0.90108  0.55280
N  -1.31413  0.10628  -0.50200
N  0.01127  0.14594  -0.47591
C  0.81396  1.23962  -0.62090
N  2.07460  1.05349  -0.61959
N  0.76788  -1.02042  -0.34220
C  0.52901  -1.87730  0.77391
H  -1.57415  1.71394  0.98654
H  -2.94617  1.39374  -0.00616
H  -2.30525  0.22728  1.30547
H  -1.75688  0.05020  -1.39376
H  0.31090  2.22971  -0.60375
H  2.72365  1.94257  -0.63108
H  2.29631  0.01523  -0.71165
H  0.73026  -1.52758  -1.15481
H  0.80511  -1.46370  1.74509
H  -0.40135  -2.35607  0.86658
H  1.26796  -2.77403  0.83141

(3)
Density functional theory data (the ωB97M-V functional and the def2-TZVPD basis) for C3H11N4 as an isolated structure at a distorted geometry.

Energy: -9241.139 eV
Relative energy (zero: lowest compared OMol25 entry of this formula, charge and spin): 299.5 kJ/mol
Net charge: +1
Gap between HOMO and LUMO: 9.802 eV

Atoms and positions in Å:
C  -1.84338  -1.28322  -1.73928
C  0.99051  1.70258  1.86087
C  1.17564  -0.17179  -0.27104
N  -2.45451  -2.17807  -0.99718
N  1.61199  1.57133  0.47471
N  -0.82078  -0.50835  -1.62244
N  -0.09840  -0.66230  -0.38477
H  -2.19196  -1.21963  -2.72600
H  0.76870  2.74821  2.20763
H  0.06940  1.14166  1.77572
H  1.62279  1.31979  2.60296
H  1.69127  -0.09029  -1.24412
H  1.00823  2.23005  -0.03529
H  1.73088  -0.64744  0.54489
H  -3.34469  -2.50139  -1.26595
H  2.52672  2.04322  0.60032
H  -0.52348  -0.99868  0.43781
H  -1.91893  -2.49569  -0.21883

(4)
Density functional theory data (the ωB97M-V functional and the def2-TZVPD basis) for C3H11N4 as an isolated structure at a distorted geometry.

Energy: -9240.770 eV
Relative energy (zero: lowest compared OMol25 entry of this formula, charge and spin): 335.1 kJ/mol
Net charge: +1
Gap between HOMO and LUMO: 9.898 eV

Atoms and positions in Å:
C  -1.26735  0.29556  -2.25068
C  1.62563  0.21224  0.63406
C  0.87972  0.02713  2.96061
N  -1.18657  -0.93581  -2.72360
N  -1.22336  0.70029  -1.04088
N  0.64781  -0.09886  1.71037
N  -0.41834  -0.51160  1.13123
H  -1.61126  0.96621  -3.09026
H  2.15538  1.09925  0.65562
H  2.45866  -0.60380  0.45193
H  1.13312  0.34917  -0.30678
H  1.92282  0.09092  3.21576
H  -0.64553  -1.63760  -2.30995
H  0.01942  -0.05475  3.55315
H  -1.24582  1.66468  -0.80465
H  -0.70376  0.16443  0.11380
H  -1.10073  -0.83892  1.82951
H  -1.43983  -0.88854  -3.72923

(5)
Density functional theory data (the ωB97M-V functional and the def2-TZVPD basis) for an isolated ion of composition C3H11N4 and charge +1 at a distorted geometry.

Energy: -9243.377 eV
Relative energy (zero: lowest compared OMol25 entry of this formula, charge and spin): 83.5 kJ/mol
Net charge: +1
SMILES string: C/C(N)=[NH+]/C(N)N
Gap between HOMO and LUMO: 10.345 eV

Atoms and positions in Å:
C  2.42700  0.76481  0.34023
C  1.15613  0.08669  -0.09371
N  1.37314  -1.14852  -0.59727
N  -0.06459  0.50625  0.16640
C  -1.40793  -0.17082  -0.24958
N  -2.29309  0.95254  -0.54605
N  -1.92004  -1.02679  0.72364
H  2.72274  1.34562  -0.49938
H  2.19958  1.30039  1.36615
H  3.19787  -0.14434  0.57217
H  2.30063  -1.40068  -0.93270
H  0.61940  -1.56460  -1.12009
H  -0.03547  1.29842  0.77128
H  -1.02206  -0.56209  -1.21367
H  -2.89183  1.31408  0.17173
H  -2.78789  0.91752  -1.43537
H  -1.43054  -1.89254  0.94628
H  -2.14306  -0.57595  1.62993

(6)
Density functional theory data (the ωB97M-V functional and the def2-TZVPD basis) for the molecule C3H11N5O at a distorted geometry.

Energy: -12783.822 eV
Relative energy (zero: lowest compared OMol25 entry of this formula, charge and spin): 422.2 kJ/mol
Net charge: 0
SMILES string: CN/N=C(/NN)N(C)O
Gap between HOMO and LUMO: 9.645 eV

Atoms and positions in Å:
C  1.40819  -2.67115  0.52644
N  0.73173  -1.69074  -0.32255
N  1.22855  -0.37137  -0.03133
C  0.33576  0.54879  -0.00140
N  0.78816  1.87104  -0.02704
N  0.26640  2.82318  0.88047
N  -1.02788  0.43778  0.10043
C  -1.86147  0.98049  -0.94874
O  -1.53300  -0.82043  0.49248
H  2.48790  -2.46911  0.62118
H  0.95008  -2.60125  1.49882
H  1.21990  -3.65836  0.10294
H  0.99593  -1.84692  -1.28913
H  1.77973  1.93365  -0.04626
H  -0.15579  2.34450  1.68002
H  -0.47486  3.32085  0.43917
H  -1.50530  1.97779  -1.21384
H  -1.77121  0.32122  -1.85643
H  -2.90461  1.06546  -0.61525
H  -0.95821  -1.49540  0.01000

(7)
Density functional theory data (the ωB97M-V functional and the def2-TZVPD basis) for a 2-piece molecular cluster, C3H11NO overall at a distorted geometry.

Energy: -6826.478 eV
Relative energy (zero: lowest compared OMol25 entry of this formula, charge and spin): 74.0 kJ/mol
Net charge: 0
SMILES string: CN(C)C.O
Gap between HOMO and LUMO: 9.758 eV

Atoms and positions in Å:
C  -0.54936  -0.32431  -1.23244
N  -0.16149  -0.02039  0.08036
C  0.09358  -1.18199  0.89063
C  -1.11738  0.89190  0.70728
H  0.21143  -0.84013  -1.78076
H  -1.48707  -0.89905  -1.30712
H  -0.79672  0.57807  -1.79223
H  0.53520  -0.87397  1.83273
H  0.74105  -1.85311  0.32672
H  -0.82214  -1.74799  1.12833
H  -2.14457  0.50124  0.63683
H  -0.90108  0.92722  1.77167
H  -1.02334  1.85748  0.21664
O  2.77308  0.88626  -0.27331
H  1.92370  0.43925  -0.35065
H  2.72512  1.65951  -0.85466

(8)
Density functional theory data (the ωB97M-V functional and the def2-TZVPD basis) for a 2-piece molecular cluster, C3H11NO overall at a distorted geometry.

Energy: -6826.325 eV
Relative energy (zero: lowest compared OMol25 entry of this formula, charge and spin): 88.8 kJ/mol
Net charge: 0
SMILES string: CCOC.N
Gap between HOMO and LUMO: 10.739 eV

Atoms and positions in Å:
C  0.84537  -0.83285  1.74450
C  1.41678  -0.22776  0.48951
O  0.42025  0.29970  -0.35865
C  -0.21443  1.48916  0.05666
H  1.47453  -1.58722  2.22775
H  0.54797  -0.08832  2.47801
H  -0.09327  -1.35440  1.53265
H  1.96298  -0.92681  -0.14191
H  2.12311  0.56444  0.74589
H  0.11156  1.83253  1.04161
H  -1.28342  1.33657  0.10726
H  0.01606  2.29292  -0.64874
N  -2.20325  -0.78771  -1.83338
H  -2.61300  0.12946  -1.96082
H  -1.84789  -1.04823  -2.74824
H  -1.38499  -0.68421  -1.24255

(9)
Density functional theory data (the ωB97M-V functional and the def2-TZVPD basis) for a 2-piece molecular cluster, C3H11NO overall at a distorted geometry.

Energy: -6825.830 eV
Relative energy (zero: lowest compared OMol25 entry of this formula, charge and spin): 136.6 kJ/mol
Net charge: 0
SMILES string: CCN.CO
Gap between HOMO and LUMO: 9.833 eV

Atoms and positions in Å:
C  0.89132  1.85483  0.69278
C  0.33028  0.93254  -0.41335
N  1.48487  0.11500  -0.85838
H  0.10732  2.45722  1.13757
H  1.66842  2.56710  0.33474
H  1.41476  1.21786  1.40455
H  -0.04057  1.52529  -1.25463
H  -0.51330  0.37985  0.05770
H  2.07861  -0.14192  -0.08268
H  1.12476  -0.70478  -1.31767
C  -1.50556  -1.56605  0.39756
O  -1.16482  -1.58651  -1.03563
H  -2.16930  -0.66255  0.41871
H  -0.74423  -1.64342  1.16385
H  -2.27123  -2.33820  0.57112
H  -0.69133  -2.40625  -1.21626

(10)
Density functional theory data (the ωB97M-V functional and the def2-TZVPD basis) for a 3-piece molecular cluster, C3H11NO2 overall at a distorted geometry.

Energy: -8872.791 eV
Relative energy (zero: lowest compared OMol25 entry of this formula, charge and spin): 163.9 kJ/mol
Net charge: 0
SMILES string: C=CNC.O.O
Gap between HOMO and LUMO: 8.823 eV

Atoms and positions in Å:
C  -0.55336  0.86340  -1.73109
C  -1.41979  -0.09459  -1.22842
N  -2.09563  -0.14832  -0.05374
C  -2.11390  -1.22876  0.88606
H  -0.41438  1.83512  -1.21288
H  0.04998  0.66996  -2.63524
H  -1.12737  -1.13333  -1.63012
H  -2.17837  0.81505  0.33684
H  -2.22540  -2.12571  0.36102
H  -1.25671  -1.31314  1.62334
H  -2.97378  -1.20922  1.59049
O  1.81323  0.10161  1.92409
H  1.30426  -0.31847  1.22867
H  2.68179  -0.05509  1.43789
O  3.72683  0.78767  -0.36259
H  2.89475  0.98173  -0.74517
H  3.88783  1.57211  0.21086

(11)
Density functional theory data (the ωB97M-V functional and the def2-TZVPD basis) for a 2-piece molecular cluster, C3H11NO2 overall at a distorted geometry.

Energy: -8873.579 eV
Relative energy (zero: lowest compared OMol25 entry of this formula, charge and spin): 87.9 kJ/mol
Net charge: 0
SMILES string: NCCCO.O
Gap between HOMO and LUMO: 9.891 eV

Atoms and positions in Å:
N  -2.80868  -0.43510  -0.19138
C  -1.66684  0.50799  -0.06569
C  -0.50391  -0.22121  0.52149
C  0.77720  0.55430  0.66028
O  1.82051  -0.11866  1.27984
H  -3.62699  0.05961  0.10034
H  -3.02238  -0.78084  -1.13087
H  -2.02795  1.40334  0.61065
H  -1.34359  1.00746  -1.03583
H  -0.79671  -0.70427  1.47065
H  -0.23699  -1.05262  -0.17857
H  1.15736  0.96351  -0.24279
H  0.47758  1.35464  1.32338
H  2.61773  0.01942  0.72131
O  3.18653  -0.55424  -0.98768
H  3.45820  -0.75347  -1.88815
H  2.53893  -1.24986  -0.96697

(12)
Density functional theory data (the ωB97M-V functional and the def2-TZVPD basis) for a 2-piece molecular cluster, C3H11NO2 overall at a distorted geometry.

Energy: -8873.414 eV
Relative energy (zero: lowest compared OMol25 entry of this formula, charge and spin): 103.8 kJ/mol
Net charge: 0
SMILES string: CNCOC.O
Gap between HOMO and LUMO: 9.795 eV

Atoms and positions in Å:
C  -1.32261  -0.34442  -1.66675
N  0.10597  -0.60337  -1.77887
C  1.01333  0.14243  -0.93838
O  0.86002  -0.17348  0.40372
C  1.44115  0.72633  1.31655
H  -1.54431  0.56333  -2.25280
H  -1.62703  -0.17102  -0.62086
H  -1.91813  -1.17940  -2.07267
H  0.39006  -0.57472  -2.76643
H  2.05945  -0.12274  -1.18490
H  0.90869  1.23877  -1.05037
H  2.47720  0.98213  1.03767
H  1.45423  0.23036  2.30167
H  0.85874  1.65930  1.40009
O  -1.86119  -0.46116  2.80239
H  -1.24599  -0.51350  2.03621
H  -2.04958  -1.39884  3.03374